[1]
Density functional theory data (the ωB97M-V functional and the def2-TZVPD basis) for 2 unconnected molecules or ions with the total composition C4H7Cl3Si.

Calculated values
Calculated total energy ... -49700.3312 eV
LUMO level (alpha / beta) ... -0.65 / -0.70 eV
HOMO-LUMO gap (alpha / beta) ... 8.342 / 7.832 eV
2S+1 ... 1
Relative energy (zero: lowest compared OMol25 entry of this formula, charge and spin) ... 9.263 eV

Each line ends with the Löwdin charge.
Cartesian coordinates (Å):
C: 0.717 -1.430 1.594  -0.14
C: 1.269 -0.362 1.188  -0.21
C: -1.419 -1.508 -1.375  -0.51
C: -0.319 1.791 -0.175  -1.34
Si: 1.377 0.884 -0.123  0.51
Cl: -1.025 -2.768 -0.410  0.69
Cl: -0.285 3.394 -0.862  0.52
Cl: -0.864 1.919 1.499  0.52
H: 0.119 -2.016 0.922  -0.11
H: 0.762 -1.772 2.651  0.08
H: -0.581 -1.006 -1.759  -0.05
H: -2.380 -0.895 -1.083  0.07
H: -0.957 1.181 -0.850  0.00
H: 1.492 0.687 -1.699  0.00
H: 2.096 1.901 0.482  -0.05

[2]
Density functional theory data (the ωB97M-V functional and the def2-TZVPD basis) for 2 unconnected molecules or ions with the total composition CH3BrClPS.

Calculated values
Calculated total energy ... -103772.7143 eV
LUMO level (alpha / beta) ... -1.08 / -2.61 eV
HOMO-LUMO gap (alpha / beta) ... 8.413 / 5.548 eV
2S+1 ... 1
Relative energy (zero: lowest compared OMol25 entry of this formula, charge and spin) ... 3.288 eV

Each line ends with the Löwdin charge.
Cartesian coordinates (Å):
C: -0.015 0.119 -0.274  -0.45
P: 0.704 1.678 -0.973  0.36
S: 4.963 -1.380 0.220  -0.05
Cl: 1.299 2.785 0.607  0.05
Br: 3.959 0.515 -0.138  0.05
H: -0.729 -0.119 -1.068  0.00
H: 0.490 -0.806 -0.136  0.01
H: -0.648 0.526 0.583  0.04

[3]
Density functional theory data (the ωB97M-V functional and the def2-TZVPD basis) for 16 unconnected molecules or ions with the total composition C4H40N2O15.

Calculated values
Calculated total energy ... -38487.4926 eV
LUMO level ... 0.06 eV
HOMO-LUMO gap ... 9.181 eV
2S+1 ... 1
Relative energy (zero: lowest compared OMol25 entry of this formula, charge and spin) ... 6.023 eV

Each line ends with the Löwdin charge.
Cartesian coordinates (Å):
C: -3.352 -1.200 2.412  -0.27
C: -2.525 -2.047 1.395  -0.20
C: -1.699 -1.186 0.494  -0.25
C: -2.092 0.568 -1.077  -0.02
N: -2.141 0.119 0.102  -0.03
N: -2.862 0.096 2.873  -0.02
H: -3.668 -1.888 3.313  0.14
H: -4.198 -0.845 1.906  0.07
H: -1.864 -2.805 1.883  0.10
H: -3.204 -2.789 0.994  0.10
H: -1.394 -1.923 -0.363  0.11
H: -0.630 -0.921 1.077  0.17
H: -2.424 1.562 -1.172  0.06
H: -1.905 -0.018 -1.960  0.06
H: -2.000 0.356 2.456  -0.01
H: -2.685 0.044 3.903  0.08
H: 1.657 -2.386 -2.921  0.05
H: 3.008 -2.772 -3.152  0.02
O: 2.194 -3.259 -3.114  -0.12
H: 0.678 2.118 -0.148  0.02
H: -0.034 0.912 0.729  0.02
O: 0.645 1.206 0.090  -0.06
H: 3.031 2.201 2.008  0.09
H: 3.454 0.752 1.688  0.04
O: 3.599 1.675 1.357  -0.09
H: 0.017 2.689 2.404  -0.04
H: -1.089 2.100 3.337  0.07
O: -0.372 1.875 2.682  -0.08
H: 1.536 2.286 -2.302  0.03
H: 0.076 1.612 -2.262  -0.03
O: 0.922 1.556 -2.577  -0.03
H: -3.184 3.116 2.024  0.05
H: -3.038 2.512 0.611  -0.02
O: -2.860 3.274 1.124  -0.04
H: -0.814 4.246 1.178  0.03
H: 0.621 4.513 0.904  -0.01
O: 0.062 4.138 1.550  -0.04
H: 0.131 -4.108 2.493  0.01
H: 0.218 -3.801 1.066  0.03
O: 0.769 -4.132 1.815  -0.03
H: -1.771 -1.535 -3.487  0.01
H: -0.408 -2.225 -3.976  0.01
O: -0.894 -1.759 -3.369  0.02
H: 2.050 -0.660 -1.278  0.03
H: 1.510 -0.237 -2.475  -0.01
O: 2.119 -0.898 -2.211  -0.04
H: 2.577 -3.638 0.135  0.03
H: 2.849 -3.416 -1.358  0.01
O: 2.864 -2.988 -0.495  -0.05
H: 0.571 4.867 -1.702  0.07
H: 1.761 4.106 -1.311  -0.01
O: 1.054 4.614 -0.907  -0.04
H: 2.002 -1.631 0.455  0.00
H: 1.902 -0.004 0.746  0.03
O: 2.043 -0.938 1.169  -0.13
H: -0.447 -3.683 -0.891  0.08
H: -1.279 -3.801 -2.198  -0.01
O: -1.343 -4.055 -1.293  -0.09
H: 3.837 2.811 -2.171  0.09
H: 3.279 2.624 -0.667  0.04
O: 3.140 3.002 -1.536  -0.03

[4]
Density functional theory data (the ωB97M-V functional and the def2-TZVPD basis) for 2 unconnected molecules or ions with the total composition C4H11NOS.

Calculated values
Calculated total energy ... -18696.9823 eV
LUMO level ... 0.75 eV
HOMO-LUMO gap ... 8.741 eV
2S+1 ... 1
Relative energy (zero: lowest compared OMol25 entry of this formula, charge and spin) ... 2.936 eV

Each line ends with the Löwdin charge.
Cartesian coordinates (Å):
C: -1.684 1.184 0.505  -0.09
C: -0.935 -0.228 -1.556  -0.09
C: -1.145 -1.133 0.775  -0.01
C: -1.307 -0.137 -0.059  -0.48
N: 2.206 0.784 0.818  -0.34
O: 3.622 -0.967 -0.358  -0.43
S: 2.089 -0.298 -0.360  0.81
H: -2.561 1.651 0.066  0.07
H: -1.728 1.132 1.609  0.07
H: -0.681 1.846 0.347  0.11
H: -0.605 -1.203 -1.876  0.07
H: -0.146 0.438 -1.851  0.03
H: -1.819 0.016 -2.109  0.07
H: -0.718 -2.029 0.376  0.05
H: 3.575 -1.894 -0.489  0.00
H: -1.562 -1.147 1.851  0.10
H: 1.851 0.453 1.730  0.05
H: 1.546 1.529 0.582  0.02

[5]
Density functional theory data (the ωB97M-V functional and the def2-TZVPD basis) for a single C5H11N2O molecule.

Calculated values
Calculated total energy ... -10387.5975 eV
LUMO level (alpha / beta) ... 0.73 / 0.53 eV
HOMO-LUMO gap (alpha / beta) ... 5.300 / 8.647 eV
2S+1 ... 2
Relative energy (zero: lowest compared OMol25 entry of this formula, charge and spin) ... 1.647 eV

Each line ends with the Mulliken spin population.
Cartesian coordinates (Å):
O: -0.421 1.683 -2.619  0.26
C: -0.020 0.566 -2.133  0.45
C: 0.552 0.531 -0.771  0.14
C: 0.672 -0.915 -0.294  0.08
C: 0.853 -1.030 1.220  0.03
C: -0.926 -1.472 2.655  0.01
N: -0.387 -0.636 1.902  -0.01
N: -0.359 1.459 0.002  0.16
H: 0.095 -0.323 -2.764  0.01
H: 1.567 0.962 -0.749  0.05
H: 1.487 -1.485 -0.743  0.00
H: -0.254 -1.429 -0.563  -0.05
H: 1.163 -2.037 1.531  0.00
H: 1.635 -0.367 1.604  -0.03
H: -1.875 -1.281 3.159  0.00
H: -0.499 -2.435 2.972  0.00
H: 0.066 1.891 0.827  -0.04
H: -1.124 0.903 0.388  -0.06
H: -0.630 2.119 -0.752  -0.01

[6]
Density functional theory data (the ωB97M-V functional and the def2-TZVPD basis) for a molecular structure, C5H8N2.

Calculated values
Calculated total energy ... -8290.3555 eV
LUMO level (alpha / beta) ... -1.04 / -0.82 eV
HOMO-LUMO gap (alpha / beta) ... 8.174 / 8.341 eV
2S+1 ... 1
Relative energy (zero: lowest compared OMol25 entry of this formula, charge and spin) ... 4.641 eV

Each line ends with the Löwdin charge.
Cartesian coordinates (Å):
C: -0.874 1.497 0.097  -0.03
C: -0.217 0.149 0.052  -0.69
C: -1.108 -1.029 0.461  -0.04
N: 0.400 -0.278 -1.145  0.15
C: 1.170 -0.026 0.618  0.04
C: 2.244 -0.163 -0.338  -0.34
N: 3.217 -0.584 -0.820  0.14
H: -1.343 1.657 1.071  0.09
H: -1.644 1.526 -0.681  0.09
H: -0.136 2.285 -0.075  0.09
H: -1.946 -1.058 -0.243  0.09
H: -0.558 -1.971 0.349  0.09
H: -1.487 -0.939 1.479  0.08
H: 0.649 0.560 -1.701  0.10
H: 1.263 -0.769 1.427  0.12

[7]
Density functional theory data (the ωB97M-V functional and the def2-TZVPD basis) for a single C5H2ClN molecule.

Calculated values
Calculated total energy ... -19223.2847 eV
LUMO level (alpha / beta) ... 0.68 / -2.75 eV
HOMO-LUMO gap (alpha / beta) ... 8.574 / 7.129 eV
2S+1 ... 3
Relative energy (zero: lowest compared OMol25 entry of this formula, charge and spin) ... 0.000 eV

Each line ends with the Mulliken spin population.
Cartesian coordinates (Å):
C: 0.268 -1.497 0.088  0.97
C: -0.940 -1.153 -0.030  0.94
C: 1.288 -0.616 0.004  -0.03
C: 0.757 0.718 -0.040  0.03
C: -1.431 0.086 0.033  -0.04
N: -0.508 0.961 0.021  0.07
Cl: -3.080 0.564 -0.003  0.01
H: 2.424 -0.761 -0.125  0.04
H: 1.222 1.698 0.051  0.01

- What is the calculated total energy in the third record?
  -38487.4926 eV